ORCA calculation (ωB97M-V with the def2-TZVPD basis set) on a 2-piece molecular cluster, C6H16O overall at a distorted geometry.

Its SMILES is CC(C)O.CCC. The value obtained for the HOMO energy is -10.16 eV. The value obtained for the HOMO-LUMO gap is 11.2 eV. As for the relative energy (zero: lowest compared OMol25 entry of this formula, charge and spin): 174.30 kJ/mol.

The geometry in ORCA input format:
```
! RIJCOSX wB97M-V def2-TZVPD def2/J DEFGRID3
* xyz 0 1
C 0.0781 -1.5836 0.3445
C -0.0845 -1.8177 -1.1662
C 1.0535 -1.4571 -2.1551
O -0.4249 -3.1956 -1.3009
H 1.1554 -1.5969 0.5710
H -0.5606 -2.1594 0.9956
H -0.1903 -0.5580 0.6570
H -1.0067 -1.3574 -1.5657
H 1.9642 -2.0342 -2.0232
H 0.6277 -1.8386 -3.1175
H 1.3424 -0.4124 -2.1396
H 0.3006 -3.8238 -1.2627
C -1.1865 1.4172 2.0008
C -0.8379 2.2772 0.7944
C 0.6560 2.3992 0.5108
H -0.8551 0.3760 2.1442
H -0.7284 2.0626 2.8449
H -2.2952 1.3652 2.1119
H -1.1453 3.3146 0.6763
H -1.1731 1.5346 -0.0606
H 0.9146 2.8467 -0.5083
H 1.0448 1.4144 0.3915
H 1.3513 2.8269 1.2570
*
```

natural (NBO) atomic charge list, values in e, 2 entries: -0.648, 0.103